This record from the OMol25 dataset describes a structure of composition C51H35F5N13O3RbS2. The level of theory is ωB97M-V with the def2-TZVPD basis set.

Computed properties:
**Energy relative to the best compared isomer or geometry (same formula, charge and spin)**: 0.00 kcal/mol
**Net charge**: -2
**Highest occupied orbital energy**: -2.48 eV
**LUMO level**: 0.1243 hartree

Element x y z (Å)
1 Rb -2.343 -1.697 0.477
2 C -0.627 -5.654 -4.504
3 C -0.374 -5.347 -3.149
4 C -1.218 -4.479 -2.472
5 C -2.356 -4.018 -3.131
6 C -2.588 -4.203 -4.477
7 C -1.710 -5.055 -5.170
8 N -3.226 -3.277 -2.247
9 N -4.419 -3.501 -2.437
10 C -5.366 -2.631 -1.765
11 C -6.649 -3.114 -1.689
12 C -7.641 -2.371 -1.096
13 C -7.314 -1.116 -0.599
14 C -5.986 -0.650 -0.641
15 C -4.992 -1.370 -1.317
16 H 0.064 -6.320 -5.028
17 H 0.498 -5.727 -2.664
18 H -1.050 -4.133 -1.433
19 H -3.430 -3.761 -5.075
20 H -1.745 -5.283 -6.220
21 H -6.827 -4.168 -2.057
22 H -8.610 -2.806 -1.011
23 H -8.103 -0.515 -0.156
24 H -5.792 0.301 -0.205
25 C 1.733 1.773 4.547
26 N 1.140 0.847 3.615
27 C 0.061 1.065 2.816
28 N -0.300 -0.043 2.230
29 C 0.615 -0.964 2.699
30 N 1.457 -0.483 3.556
31 C 2.945 2.516 4.040
32 C 3.629 3.326 4.898
33 C 4.683 4.111 4.509
34 C 5.046 4.155 3.198
35 C 4.254 3.524 2.277
36 C 3.190 2.652 2.669
37 C 4.419 3.852 0.851
38 N 5.082 4.798 0.360
39 N 5.037 4.631 -1.043
40 C 4.271 3.611 -1.237
41 O 3.838 3.064 -0.098
42 C 3.824 3.096 -2.583
43 C 4.332 3.768 -3.685
44 C 3.924 3.363 -4.962
45 C 3.012 2.358 -5.077
46 C 2.540 1.668 -4.004
47 C 1.610 0.528 -4.244
48 N 1.298 -0.345 -3.094
49 C 0.075 -0.839 -2.688
50 N 0.240 -1.623 -1.613
51 C 1.574 -1.533 -1.427
52 N 2.276 -0.854 -2.336
53 C 2.936 2.031 -2.750
54 H 1.968 1.271 5.506
55 H 0.985 2.574 4.774
56 H -0.424 2.044 2.676
57 H 0.490 -1.979 2.335
58 H 3.409 3.246 6.008
59 H 5.261 4.598 5.273
60 H 5.891 4.762 2.848
61 H 2.593 1.983 2.018
62 H 5.102 4.533 -3.519
63 H 4.282 3.937 -5.775
64 H 2.656 2.000 -6.036
65 H 2.131 -0.057 -5.046
66 H 0.644 0.848 -4.606
67 H -0.849 -0.715 -3.240
68 H 2.167 -2.053 -0.665
69 H 2.591 1.434 -1.900
70 O -1.741 -3.461 3.003
71 N -0.948 -4.398 2.998
72 N -0.222 -4.514 1.923
73 O -0.358 -3.718 0.897
74 C 0.636 -5.633 1.931
75 C 0.781 -6.446 3.043
76 C 1.541 -7.609 2.984
77 C 2.139 -7.979 1.771
78 C 2.119 -7.103 0.705
79 C 1.344 -5.939 0.773
80 H 0.254 -6.303 4.017
81 H 1.576 -8.308 3.792
82 H 2.774 -8.870 1.697
83 H 2.719 -7.387 -0.141
84 H 1.167 -5.315 -0.095
85 F -4.175 3.768 6.622
86 C -3.244 4.134 5.742
87 C -3.159 3.428 4.566
88 F -3.918 2.368 4.312
89 C -2.151 3.803 3.671
90 F -2.184 3.145 2.482
91 C -1.148 4.751 3.896
92 S 0.228 4.881 2.862
93 C -1.355 5.510 5.068
94 F -0.573 6.531 5.372
95 C -2.362 5.207 5.984
96 F -2.479 5.850 7.135
97 S -2.647 1.534 -3.655
98 C -2.800 0.654 -2.172
99 N -2.058 1.043 -1.215
100 C -1.209 2.114 -1.625
101 C -0.311 2.862 -0.845
102 C 0.437 3.884 -1.423
103 C 0.238 4.197 -2.821
104 C -0.711 3.532 -3.592
105 C -1.419 2.500 -2.964
106 H -3.558 -0.135 -2.095
107 H -0.160 2.669 0.224
108 H 1.160 4.472 -0.904
109 H 0.859 4.957 -3.290
110 H -0.915 3.743 -4.642

Atomic partial charges in e from the Mulliken method, atoms 1 to 4: Rb 0.6246; C -0.5443; C -0.5468; C 0.1897

This record from the OMol25 dataset describes a structure of composition C51H38AsClN6OTa. The level of theory is ωB97M-V with the def2-TZVPD basis set.

Computed properties:
**Energy relative to the best compared isomer or geometry (same formula, charge and spin)**: 0.00 kcal/mol
**Net charge**: +3
**Highest occupied orbital energy**: -15.53 eV
**LUMO level**: -0.3640 hartree

Element x y z (Å)
1 Ta -0.322 -0.655 1.036
2 Cl -7.298 -0.559 3.320
3 C -5.601 -0.631 3.071
4 C -4.746 0.018 3.977
5 C -3.375 -0.005 3.818
6 C -2.849 -0.664 2.712
7 O -1.534 -0.752 2.526
8 C -3.692 -1.323 1.791
9 C -3.144 -2.040 0.711
10 N -1.901 -1.980 0.272
11 C -1.551 -2.897 -0.768
12 C -2.396 -3.546 -1.633
13 C -1.882 -4.477 -2.558
14 C -0.545 -4.750 -2.619
15 C 0.355 -4.056 -1.779
16 C 1.752 -4.227 -1.814
17 C 2.544 -3.465 -0.991
18 C 1.955 -2.521 -0.156
19 N 0.635 -2.323 -0.083
20 C -0.164 -3.113 -0.869
21 C -5.086 -1.323 2.003
22 H -5.183 0.533 4.823
23 H -2.721 0.469 4.536
24 H -3.823 -2.729 0.218
25 H -3.463 -3.368 -1.636
26 H -2.570 -4.984 -3.219
27 H -0.160 -5.482 -3.318
28 H 2.188 -4.951 -2.491
29 H 3.621 -3.563 -0.989
30 H 2.581 -1.903 0.474
31 H -5.748 -1.839 1.319
32 C -4.972 0.854 -1.576
33 C -4.919 1.424 -0.310
34 C -3.714 1.512 0.367
35 C -2.544 1.047 -0.238
36 C -2.594 0.502 -1.515
37 C -3.809 0.394 -2.178
38 N -1.306 1.086 0.491
39 C -0.907 2.277 1.028
40 C -1.421 3.546 0.681
41 C -0.905 4.659 1.284
42 C 0.122 4.588 2.263
43 C 0.652 3.388 2.616
44 C 0.145 2.224 1.984
45 N 0.553 0.962 2.263
46 N 1.378 0.770 3.214
47 C 1.635 -0.565 3.388
48 C 2.416 -0.980 4.464
49 C 2.539 -2.329 4.705
50 C 1.864 -3.231 3.873
51 C 1.149 -2.756 2.809
52 N 1.058 -1.428 2.517
53 H -5.917 0.786 -2.098
54 H -5.823 1.797 0.154
55 H -3.677 1.939 1.362
56 H -1.677 0.185 -2.000
57 H -3.842 -0.022 -3.176
58 H -2.196 3.628 -0.066
59 H -1.289 5.633 1.007
60 H 0.486 5.500 2.716
61 H 1.437 3.306 3.353
62 H 2.871 -0.230 5.095
63 H 3.128 -2.685 5.540
64 H 1.903 -4.296 4.053
65 H 0.629 -3.440 2.153
66 C 0.953 5.202 -1.894
67 C 1.935 4.836 -0.985
68 C 2.089 3.505 -0.617
69 C 1.243 2.542 -1.156
70 C 0.266 2.909 -2.085
71 C 0.124 4.237 -2.450
72 As 1.465 0.653 -0.809
73 C 3.316 0.414 -0.259
74 C 3.762 1.001 0.924
75 C 5.062 0.793 1.364
76 C 5.926 -0.007 0.631
77 C 5.491 -0.588 -0.552
78 C 4.194 -0.379 -0.998
79 C 1.412 -0.016 -2.629
80 C 2.308 0.561 -3.533
81 C 2.273 0.206 -4.871
82 C 1.334 -0.713 -5.324
83 C 0.431 -1.273 -4.436
84 C 0.469 -0.924 -3.092
85 H 0.850 6.238 -2.191
86 H 2.606 5.583 -0.581
87 H 2.891 3.232 0.055
88 H -0.353 2.161 -2.563
89 H -0.620 4.516 -3.185
90 H 3.121 1.657 1.499
91 H 5.404 1.272 2.272
92 H 6.942 -0.162 0.971
93 H 6.168 -1.195 -1.138
94 H 3.875 -0.836 -1.927
95 H 3.030 1.299 -3.200
96 H 2.973 0.655 -5.563
97 H 1.303 -0.979 -6.372
98 H -0.314 -1.975 -4.790
99 H -0.261 -1.365 -2.425

Atomic partial charges in e from the Mulliken method, atoms 1 to 4: Ta 1.7036; Cl -0.1455; C -0.0389; C -0.5573

This record from the OMol25 dataset describes a structure of composition C51H39AsBrN3O2PS2V. The level of theory is ωB97M-V with the def2-TZVPD basis set.

Computed properties:
**Spin multiplicity**: 2
**Energy relative to the best compared isomer or geometry (same formula, charge and spin)**: 0.00 kcal/mol
**Net charge**: +1
**<S²>**: 0.795
**Highest occupied orbital energy (alpha / beta)**: -9.70 / -9.70 eV
**LUMO level (alpha / beta)**: -0.1511 / -0.1277 hartree

Element x y z (Å)
1 V 0.800 -0.918 -0.049
2 Br 0.811 -1.292 3.472
3 C 2.022 -0.072 2.705
4 C 2.952 0.580 3.501
5 C 3.867 1.425 2.891
6 C 3.838 1.596 1.513
7 C 2.863 0.923 0.806
8 N 1.982 0.111 1.394
9 C 2.772 0.972 -0.698
10 O 3.601 1.521 -1.370
11 O 1.737 0.296 -1.177
12 H 2.958 0.411 4.568
13 H 4.610 1.936 3.488
14 H 4.536 2.226 0.981
15 S 3.636 -4.278 -0.927
16 C 3.932 -3.863 0.704
17 C 3.100 -2.877 1.146
18 C 2.175 -2.437 0.154
19 C 2.394 -3.100 -1.029
20 C 1.661 -2.746 -2.229
21 C 1.934 -3.212 -3.510
22 C 1.182 -2.739 -4.569
23 C 0.164 -1.825 -4.327
24 C -0.055 -1.415 -3.029
25 N 0.671 -1.858 -2.003
26 H 4.703 -4.375 1.256
27 H 3.152 -2.491 2.154
28 H 2.738 -3.918 -3.666
29 H 1.389 -3.076 -5.576
30 H -0.455 -1.437 -5.122
31 H -0.860 -0.735 -2.782
32 N -1.171 1.813 -2.204
33 C -1.215 3.200 -2.346
34 C -2.084 3.751 -3.291
35 C -2.206 5.118 -3.437
36 C -1.454 5.980 -2.651
37 C -0.597 5.442 -1.707
38 C -0.468 4.066 -1.523
39 P 0.573 3.392 -0.181
40 C -0.452 3.639 1.307
41 C -1.785 4.028 1.271
42 C -2.536 4.078 2.441
43 C -1.965 3.735 3.656
44 C -0.630 3.345 3.703
45 C 0.114 3.296 2.538
46 C 1.854 4.681 0.016
47 C 1.809 5.699 0.966
48 C 2.823 6.645 1.034
49 C 3.893 6.586 0.154
50 C 3.949 5.574 -0.796
51 C 2.940 4.627 -0.861
52 H -0.273 1.387 -2.025
53 H -1.746 1.310 -2.860
54 H -2.665 3.090 -3.924
55 H -2.886 5.515 -4.180
56 H -1.539 7.051 -2.766
57 H -0.015 6.107 -1.081
58 H -2.242 4.294 0.326
59 H -3.570 4.396 2.399
60 H -2.553 3.771 4.564
61 H -0.173 3.086 4.650
62 H 1.158 3.001 2.584
63 H 0.978 5.761 1.656
64 H 2.771 7.435 1.772
65 H 4.682 7.324 0.207
66 H 4.782 5.519 -1.485
67 H 2.997 3.836 -1.599
68 S -0.981 0.083 0.870
69 C -2.188 -0.930 1.686
70 C -3.111 -0.298 2.515
71 C -4.061 -1.066 3.172
72 C -4.095 -2.445 3.005
73 C -3.176 -3.069 2.174
74 C -2.219 -2.308 1.519
75 As -0.914 -2.964 0.268
76 C -2.017 -3.221 -1.300
77 C -3.068 -2.346 -1.550
78 C -3.774 -2.443 -2.742
79 C -3.429 -3.403 -3.683
80 C -2.376 -4.273 -3.434
81 C -1.666 -4.181 -2.247
82 C -0.575 -4.753 0.909
83 C 0.486 -4.979 1.778
84 C 0.668 -6.236 2.337
85 C -0.215 -7.264 2.043
86 C -1.285 -7.036 1.189
87 C -1.465 -5.785 0.618
88 H -3.074 0.775 2.645
89 H -4.778 -0.583 3.822
90 H -4.839 -3.034 3.525
91 H -3.203 -4.144 2.048
92 H -3.345 -1.593 -0.822
93 H -4.602 -1.772 -2.928
94 H -3.983 -3.474 -4.610
95 H -2.103 -5.022 -4.166
96 H -0.839 -4.859 -2.064
97 H 1.171 -4.181 2.026
98 H 1.502 -6.409 3.004
99 H -0.070 -8.243 2.480
100 H -1.985 -7.831 0.970
101 H -2.300 -5.626 -0.054

Atomic partial charges in e from the Mulliken method, atoms 1 to 4: V -0.5157; Br 0.0828; C -0.1258; C -0.8653

This record from the OMol25 dataset describes a structure of composition C51H41BrF10N4O5PS2SeTeZn. The level of theory is ωB97M-V with the def2-TZVPD basis set.

Computed properties:
**Spin multiplicity**: 2
**Energy relative to the best compared isomer or geometry (same formula, charge and spin)**: 15.28 kcal/mol
**<S²>**: 0.771
**Highest occupied orbital energy (alpha / beta)**: -5.30 / -7.38 eV
**LUMO level (alpha / beta)**: -0.0261 / -0.0261 hartree

Element x y z (Å)
1 Zn -0.257 1.897 -0.556
2 F 6.244 2.272 3.062
3 C 4.952 2.342 2.796
4 C 4.041 2.553 3.821
5 F 4.478 2.710 5.062
6 C 2.695 2.591 3.535
7 F 1.858 2.801 4.544
8 C 2.189 2.433 2.240
9 P 0.368 2.365 1.995
10 C -0.011 1.081 3.246
11 C -0.701 1.295 4.433
12 C -1.009 0.223 5.257
13 C -0.633 -1.065 4.909
14 C 0.078 -1.282 3.736
15 C 0.387 -0.213 2.913
16 C -0.123 3.975 2.692
17 C 0.732 5.069 2.559
18 C 0.330 6.326 2.979
19 C -0.930 6.508 3.528
20 C -1.802 5.434 3.622
21 C -1.408 4.176 3.195
22 C 3.135 2.262 1.224
23 Br 2.647 2.143 -0.614
24 C 4.491 2.213 1.502
25 F 5.372 2.029 0.521
26 H -0.985 2.297 4.724
27 H -1.551 0.400 6.178
28 H -0.888 -1.897 5.553
29 H 0.385 -2.281 3.452
30 H 0.915 -0.384 1.987
31 H 1.710 4.942 2.112
32 H 1.004 7.165 2.867
33 H -1.233 7.487 3.875
34 H -2.801 5.577 4.014
35 H -2.103 3.349 3.250
36 F 2.482 1.663 -4.156
37 C 1.407 2.175 -4.778
38 F 1.780 3.205 -5.516
39 F 0.890 1.237 -5.564
40 S 0.179 2.652 -3.465
41 O 0.261 1.468 -2.589
42 O -1.073 2.911 -4.077
43 N 0.974 3.881 -2.908
44 S 0.733 4.734 -1.617
45 O 0.067 3.990 -0.545
46 O 1.895 5.464 -1.251
47 C -0.533 5.997 -2.116
48 F -0.043 6.807 -3.046
49 F -1.600 5.374 -2.598
50 F -0.878 6.713 -1.050
51 C 1.512 -5.843 -5.868
52 C 1.430 -4.661 -4.942
53 C 2.475 -4.335 -4.092
54 C 2.382 -3.294 -3.173
55 C 3.607 -3.018 -2.327
56 C 1.173 -2.574 -3.097
57 Te 1.174 -1.155 -1.436
58 N -0.143 -0.040 -0.206
59 C -1.194 -0.838 -0.365
60 O -1.082 -1.758 -1.239
61 C -2.391 -0.843 0.506
62 C -3.032 -2.068 0.688
63 C -4.115 -2.169 1.543
64 C -4.585 -1.041 2.199
65 C -3.961 0.184 2.011
66 C -2.859 0.278 1.182
67 C 1.382 -2.712 0.071
68 C 2.212 -2.382 1.158
69 C 3.082 -1.150 1.204
70 C 2.301 -3.236 2.252
71 C 1.609 -4.432 2.299
72 C 1.682 -5.341 3.493
73 C 0.845 -4.775 1.192
74 C 0.723 -3.961 0.072
75 C -0.070 -4.538 -1.073
76 C 0.171 -2.794 -4.042
77 C -1.036 -1.904 -4.129
78 C 0.304 -3.850 -4.932
79 H 2.457 -6.369 -5.746
80 H 1.423 -5.530 -6.910
81 H 0.699 -6.540 -5.662
82 H 3.400 -4.900 -4.142
83 H 4.497 -3.346 -2.860
84 H 3.563 -3.559 -1.380
85 H 3.725 -1.957 -2.108
86 H -2.657 -2.934 0.157
87 H -4.604 -3.122 1.694
88 H -5.449 -1.110 2.847
89 H -4.343 1.066 2.508
90 H -2.374 1.232 1.041
91 H 2.763 -0.403 0.484
92 H 4.117 -1.414 0.971
93 H 3.070 -0.707 2.201
94 H 2.924 -2.943 3.090
95 H 2.415 -4.985 4.215
96 H 1.955 -6.353 3.188
97 H 0.713 -5.402 3.992
98 H 0.314 -5.721 1.198
99 H -0.813 -5.238 -0.692
100 H 0.595 -5.079 -1.751
101 H -0.573 -3.771 -1.639
102 H -0.838 -0.967 -3.621
103 H -1.912 -2.370 -3.673
104 H -1.271 -1.688 -5.172
105 H -0.497 -4.039 -5.639
106 Se -2.793 3.701 0.055
107 N -2.127 2.376 -1.004
108 C -3.198 1.627 -1.403
109 C -3.146 0.586 -2.329
110 C -4.296 -0.114 -2.638
111 C -5.516 0.208 -2.032
112 C -5.608 1.252 -1.137
113 C -4.458 2.000 -0.820
114 N -4.452 3.071 -0.004
115 H -2.211 0.370 -2.819
116 H -4.258 -0.911 -3.371
117 H -6.401 -0.358 -2.292
118 H -6.550 1.531 -0.683

Atomic partial charges in e from the Mulliken method, atoms 1 to 4: Zn 3.7121; F -0.3124; C 0.5019; C 0.5558

Asked for max |F| across the records above, the calculation gives 2.91 0.66 0.74 1.13 eV/Å in order.